(1)
Computed, not measured: 2 unconnected molecules or ions with the total composition C4H14N2O2, with ωB97M-V/def2-TZVPD.

Calculated values
ΔE to the lowest compared entry with this formula, charge and spin: 181.27 kJ/mol
E_HOMO: -8.475 eV
total charge: 0
SMILES string: NCNCCCO.O
orbital gap: 9.28 eV
spin multiplicity: 1

Structure (XYZ):
```
22
C4H14N2O2 | the OMol25 dataset | ωB97M-V/def2-TZVPD
C 0.6677 -1.0293 0.3497
C -0.7759 -1.4427 0.0211
C -0.9814 -1.6453 -1.4916
O -0.4364 -2.9989 -1.7075
N 0.7472 -0.1029 1.4847
C 1.0069 1.2845 1.1889
N -0.1159 2.1634 1.5799
H 1.0358 -0.4860 -0.5325
H 1.2572 -1.9458 0.5291
H -1.1374 -2.3327 0.5547
H -1.5336 -0.6918 0.2992
H -2.0170 -1.5885 -1.7596
H -0.5093 -0.8959 -2.1057
H 0.3401 -2.8235 -2.2443
H 0.1202 -0.2725 2.2518
H 1.1612 1.4453 0.1148
H 2.0161 1.5084 1.6146
H -0.9800 1.8190 1.1575
H -0.2696 1.9745 2.5652
H 0.0813 2.0270 -0.9345
H 0.0052 3.4274 -1.2675
O 0.3174 2.6061 -1.6678
```

So, what does the Mulliken scheme give us? The charges, in e, come out as: C -0.641; C -0.301; C -0.707; O -0.519; N -0.225; C -0.542; N -0.646; H 0.343; H 0.226; H 0.352; H 0.289; H 0.328; H 0.388; H 0.313; H 0.254; H 0.267; H 0.234; H 0.302; H 0.288; H 0.240; H 0.386; O -0.631

(2)
Computed, not measured: 3 unconnected molecules or ions with the total composition C4H14N2O2, with ωB97M-V/def2-TZVPD.

Calculated values
ΔE to the lowest compared entry with this formula, charge and spin: 44.52 kJ/mol
E_HOMO (spin up / spin down): -13.646 / -15.332 eV
total charge: +1
orbital gap (spin up / spin down): 10.47 / 8.76 eV
spin multiplicity: 2

Structure (XYZ):
```
22
C4H14N2O2 | the OMol25 dataset | ωB97M-V/def2-TZVPD
C -2.2404 -0.0292 1.4923
C -2.2462 -0.6949 0.0998
C -0.9718 -0.3852 -0.6075
C 0.1005 -1.2730 -0.6638
N 1.1437 -1.0608 -1.4724
N -0.8473 0.8112 -1.2850
H -2.8095 -0.6068 2.2079
H -2.6527 0.9834 1.4835
H -1.2261 0.1008 1.8880
H -3.1220 -0.3600 -0.4601
H -2.2939 -1.7744 0.2190
H 0.1492 -2.1487 -0.0254
H 1.0116 -0.2771 -2.1087
H 2.0738 -1.0723 -1.0421
H -0.3464 1.5102 -0.7183
H -1.7581 1.2340 -1.4468
H 0.8728 0.4942 0.6792
H 2.0174 1.2993 1.1717
O 1.1977 1.3998 0.6640
H 4.6980 0.3700 0.1394
H 3.5160 1.0885 -0.4243
O 3.7336 0.3908 0.2095
```

So, what does the Mulliken scheme give us? The charges, in e, come out as: C -0.993; C -0.667; C 0.626; C -0.677; N -0.214; N -0.461; H 0.340; H 0.308; H 0.292; H 0.398; H 0.346; H 0.373; H 0.360; H 0.285; H 0.323; H 0.333; H 0.307; H 0.338; O -0.614; H 0.302; H 0.354; O -0.662

(3)
Computed, not measured: 3 unconnected molecules or ions with the total composition C4H14N2O3S, with ωB97M-V/def2-TZVPD.

Calculated values
ΔE to the lowest compared entry with this formula, charge and spin: 120.07 kJ/mol
E_HOMO: -9.113 eV
total charge: 0
SMILES string: NCN[C@@H](C=O)CS.O.O
orbital gap: 9.58 eV
spin multiplicity: 1

Structure (XYZ):
```
24
C4H14N2O3S | the OMol25 dataset | ωB97M-V/def2-TZVPD
O -1.6441 -0.2407 2.4503
C -1.5209 -0.7334 1.3545
C -0.4373 -0.2872 0.4029
C -0.6184 -0.9500 -0.9776
S -0.5779 -2.7783 -0.8903
N -0.3489 1.1695 0.2537
C 0.3172 1.8521 1.3757
N 0.8038 3.1677 1.0427
H -2.2581 -1.4868 1.0295
H 0.5560 -0.6310 0.7034
H 0.1811 -0.6481 -1.6453
H -1.5743 -0.7093 -1.4476
H 0.7428 -2.9170 -1.0877
H -1.2903 1.5441 0.1577
H -0.3081 1.9328 2.2668
H 1.1840 1.2583 1.6686
H 0.1008 3.8357 0.7609
H 1.5047 3.1268 0.3137
H 0.7261 2.0327 -2.8567
H 0.4947 1.6137 -1.3768
O 1.1488 1.6115 -2.1044
H 2.1712 0.3305 -1.1568
H 3.2876 -0.7246 -1.1902
O 2.4862 -0.4719 -0.7259
```

So, what does the Mulliken scheme give us? The charges, in e, come out as: O -0.463; C -0.269; C 0.484; C -1.139; S -0.205; N -0.369; C -0.584; N -0.604; H 0.311; H 0.305; H 0.373; H 0.420; H 0.128; H 0.279; H 0.319; H 0.379; H 0.237; H 0.272; H 0.299; H 0.491; O -0.717; H 0.346; H 0.300; O -0.592

(4)
Computed, not measured: 2 unconnected molecules or ions with the total composition C4H14N2OS2, with ωB97M-V/def2-TZVPD.

Calculated values
ΔE to the lowest compared entry with this formula, charge and spin: 250.93 kJ/mol
E_HOMO: -8.348 eV
total charge: 0
SMILES string: CN[C@@H](CN)CSS.O
orbital gap: 8.87 eV
spin multiplicity: 1

Structure (XYZ):
```
23
C4H14N2OS2 | the OMol25 dataset | ωB97M-V/def2-TZVPD
S -0.4613 3.8465 0.8428
S -1.0105 2.0039 1.4455
C 0.2878 0.8727 1.4705
C 0.4555 -0.1369 0.1849
C 1.7368 -0.9593 0.3964
N 1.6039 -2.0014 -0.6392
N 0.4033 0.4154 -1.1709
C -0.9711 0.5587 -1.8003
H -0.9062 3.7934 -0.3922
H 1.3939 1.1830 1.7183
H -0.0033 0.1188 2.2122
H -0.5970 -0.8199 0.3356
H 1.8118 -1.0447 1.5134
H 2.6435 -0.4901 0.2325
H 1.0165 -1.7852 -1.3518
H 1.4850 -2.8842 -0.1123
H 0.7495 1.3640 -1.0406
H -0.9955 -0.2890 -2.5831
H -1.8111 0.3337 -1.0019
H -1.0299 1.4843 -2.2774
H -2.1253 -2.4989 0.2835
H -1.4458 -1.4377 1.1142
O -2.2304 -1.6270 0.6201
```

So, what does the Mulliken scheme give us? The charges, in e, come out as: S -0.195; S -0.048; C -0.557; C 0.573; C -0.832; N -0.591; N -0.415; C -0.822; H 0.126; H 0.360; H 0.337; H -0.533; H 0.387; H 0.358; H 0.271; H 0.242; H 0.315; H 0.227; H 0.234; H 0.410; H 0.307; H 0.467; O -0.622

(5)
Computed, not measured: 2 unconnected molecules or ions with the total composition C4H14N3, with ωB97M-V/def2-TZVPD.

Calculated values
ΔE to the lowest compared entry with this formula, charge and spin: 16.80 kJ/mol
E_HOMO (spin up / spin down): -4.964 / -9.214 eV
total charge: 0
orbital gap (spin up / spin down): 5.72 / 9.95 eV
spin multiplicity: 2

Structure (XYZ):
```
21
C4H14N3 | the OMol25 dataset | ωB97M-V/def2-TZVPD
N -0.4620 -1.0288 1.1508
C -1.3717 -1.3297 0.0450
N -2.3947 -2.3574 0.1550
H -0.9437 -0.6071 1.9375
H -0.0136 -1.8773 1.4820
H -1.8704 -0.4023 -0.2405
H -0.7779 -1.6059 -0.8249
H -1.9814 -3.2385 0.4435
H -3.0711 -2.1150 0.8714
C 0.5429 2.7084 0.5151
C 0.7526 1.8188 -0.7045
C 2.0981 -0.1559 -1.0855
N 1.1303 0.4632 -0.3769
H -0.4545 2.5683 0.9421
H 1.3275 2.5513 1.2521
H 0.6326 3.7582 0.2073
H -0.1585 1.7956 -1.3299
H 1.5354 2.2390 -1.3422
H 2.4519 -1.1270 -0.7715
H 2.4680 0.2848 -2.0047
H 0.5778 -0.1347 0.3460
```

So, what does the Mulliken scheme give us? The charges, in e, come out as: N -0.669; C -0.545; N -0.586; H 0.222; H 0.220; H 0.360; H 0.360; H 0.248; H 0.245; C -1.126; C -0.403; C -0.797; N -0.003; H 0.250; H 0.320; H 0.369; H 0.262; H 0.373; H 0.275; H 0.251; H 0.374

(6)
Computed, not measured: 2 unconnected molecules or ions with the total composition C4H14N3, with ωB97M-V/def2-TZVPD.

Calculated values
ΔE to the lowest compared entry with this formula, charge and spin: 222.73 kJ/mol
E_HOMO: -13.156 eV
total charge: +1
orbital gap: 9.62 eV
spin multiplicity: 1

Structure (XYZ):
```
21
C4H14N3 | the OMol25 dataset | ωB97M-V/def2-TZVPD
N -2.5133 -0.7763 0.8085
C -1.1599 -1.2377 0.4001
C -0.1093 -0.5771 1.2833
N 1.3070 -0.5591 0.7115
H -2.6816 -1.1670 1.7232
H -3.1550 -1.2317 0.2127
H -1.0972 -0.9841 -0.6582
H -1.1338 -2.3177 0.4669
H -0.4549 0.4337 1.4326
H -0.1207 -1.1152 2.2607
H 1.9558 -0.6739 1.4262
H 1.3675 -1.3312 0.0428
C 0.0581 1.0249 -1.9133
C 1.5669 1.4438 0.0339
N 1.3523 1.4889 -1.2868
H 0.1174 -0.0268 -2.0027
H -0.1405 1.5374 -2.8436
H -0.7326 1.3278 -1.2274
H 0.8269 1.8646 0.6961
H 2.5921 1.4255 0.3451
H 2.1548 1.4511 -1.9117
```

So, what does the Mulliken scheme give us? The charges, in e, come out as: N -0.659; C -0.371; C -0.470; N -0.396; H 0.235; H 0.242; H 0.176; H 0.381; H 0.170; H 0.395; H 0.287; H 0.272; C -0.829; C -0.360; N -0.083; H 0.314; H 0.352; H 0.322; H 0.408; H 0.321; H 0.293

(7)
Computed, not measured: 2 unconnected molecules or ions with the total composition C4H14N3, with ωB97M-V/def2-TZVPD.

Calculated values
ΔE to the lowest compared entry with this formula, charge and spin: 305.41 kJ/mol
E_HOMO: -12.838 eV
total charge: +1
orbital gap: 7.87 eV
spin multiplicity: 1

Structure (XYZ):
```
21
C4H14N3 | the OMol25 dataset | ωB97M-V/def2-TZVPD
C -1.0048 2.0749 -0.2726
C 1.4513 2.3462 -0.1512
N 0.4025 1.6365 -0.3720
H -1.5350 1.5077 0.5086
H -1.4633 1.7316 -1.2029
H -0.9951 3.1544 -0.1293
H 1.2865 3.3847 0.0652
H 2.4273 1.8472 -0.0194
H 0.5842 0.6235 -0.4490
C 1.2809 -1.6174 -0.5590
N 0.0592 -2.3010 -0.1822
C -1.0602 -1.4067 0.1106
N -1.0191 -0.6357 1.3878
H 2.0228 -2.3835 -0.7356
H 0.9520 -1.0239 -1.4379
H 1.5857 -1.0520 0.3802
H -0.3194 -2.8874 -0.9896
H -2.0079 -1.9335 0.1267
H -1.1775 -0.5058 -0.5734
H -1.4863 -1.0596 2.2135
H 0.0239 -0.6855 1.6409
```

So, what does the Mulliken scheme give us? The charges, in e, come out as: C -0.831; C -0.045; N 0.138; H 0.372; H 0.370; H 0.303; H 0.272; H 0.258; H 0.008; C -0.924; N -0.392; C -0.486; N -0.515; H 0.314; H 0.467; H 0.238; H 0.296; H 0.407; H 0.269; H 0.271; H 0.211

(8)
Computed, not measured: a molecular structure, C4H14N3, with ωB97M-V/def2-TZVPD.

Calculated values
ΔE to the lowest compared entry with this formula, charge and spin: 166.61 kJ/mol
E_HOMO: -13.479 eV
total charge: +1
orbital gap: 10.70 eV
spin multiplicity: 1

Structure (XYZ):
```
21
C4H14N3 | the OMol25 dataset | ωB97M-V/def2-TZVPD
C -1.8508 -0.9434 -0.4433
N -0.9265 -1.8192 -1.1549
C 0.3579 -1.9159 -0.5363
N 1.1008 -0.6479 -0.7772
H -2.8389 -0.9923 -0.8879
H -1.9510 -1.2033 0.6222
H -1.5109 0.0924 -0.5107
H -1.3244 -2.7466 -1.2389
H 0.9275 -2.7390 -0.9596
H 0.2938 -2.0587 0.5537
H 2.1009 -0.8251 -0.8302
H 0.8093 -0.2984 -1.6929
C 0.2797 2.2034 1.1682
C 0.7121 2.9313 0.1655
N 0.5714 0.7852 1.3191
H -0.3536 2.6163 1.9424
H 0.3512 3.9371 0.0376
H 1.3690 2.5166 -0.5921
H -0.2702 0.2963 1.6139
H 0.8921 0.1810 0.1484
H 1.2608 0.6302 2.0529
```

So, what does the Mulliken scheme give us? The charges, in e, come out as: C -0.843; N -0.383; C -0.522; N -0.426; H 0.362; H 0.289; H 0.267; H 0.272; H 0.426; H 0.341; H 0.324; H 0.352; C -0.068; C -0.691; N -0.497; H 0.366; H 0.272; H 0.228; H 0.330; H 0.292; H 0.310

It is found that the strongest force on any atom values, taken in the order of the records, are 2.62, 1.35, 1.46, 6.94, 2.25, 3.52, 3.10, 0.66 eV Å⁻¹.